1.
{
  "formula": "C7H22N4O7Tm",
  "method": "ωB97M-V/def2-TZVPD",
  "charge": 1,
  "total_energy_ha": -2110.4689,
  "lumo_energy_ev": [-2.9, -2.9],
  "relative_energy_kcal_mol": 0.0,
  "s_squared": 2.004,
  "multiplicity": 3,
  "orbital_gap_ha": [0.2792, 0.2796],
  "symbols": ["O", "H", "Tm", "N", "N", "O", "O", "C", "C", "C", "C", "H", "H", "H", "H", "H", "H", "H", "H", "O", "H", "H", "C", "H", "H", "H", "O", "H", "H", "C", "O", "C", "O", "N", "N", "H", "H", "H", "H", "H", "H"],
  "positions_angstrom": [[1.0429, -3.4705, -3.2822], [0.2050, -4.0560, -3.0583], [-0.9662, -0.1509, -0.3844], [0.8970, 1.2136, -0.4662], [0.1411, 0.0463, -2.6175], [1.3383, 1.8114, 0.7725], [-0.3419, -0.5994, -3.5873], [1.7282, 1.3865, -1.5174], [1.3478, 0.7064, -2.7082], [2.9386, 2.2740, -1.4197], [2.0979, 0.7764, -3.9750], [3.6115, 1.9305, -0.5991], [2.6500, 3.3448, -1.2628], [3.4996, 2.2066, -2.3750], [1.5306, 0.2462, -4.7532], [3.0867, 0.2918, -3.8654], [2.2550, 1.8219, -4.3049], [2.0328, 2.4594, 0.4926], [0.6517, -2.6207, -2.8116], [-2.6423, 0.8580, -1.6123], [-2.7362, 1.2786, -2.4872], [-3.5203, 1.0224, -1.2198], [-0.5475, -1.9342, 0.3231], [-1.0049, -2.1248, -0.7412], [0.3868, -1.6425, -0.2619], [-0.2663, -2.9876, 0.6050], [1.8251, -0.1229, 3.7654], [2.5202, 0.5439, 3.6265], [2.3304, -0.9318, 3.9193], [-3.4790, -0.9518, 4.1733], [-3.7271, -0.6543, 2.7252], [-2.6789, -0.2299, 2.0479], [-2.7991, 0.0253, 0.7952], [-1.5022, -0.0961, 2.6663], [-0.3750, 0.3673, 1.9122], [-2.7353, -1.7691, 4.2918], [-4.4685, -1.2869, 4.4981], [-3.1743, -0.0371, 4.7257], [-1.3822, -0.2997, 3.6462], [-0.2458, 1.3671, 2.0044], [0.4760, -0.0123, 2.3199]],
  "mulliken_charge": [-0.64, 0.35, 0.85, -0.07, 0.28, -0.54, -0.65, 0.67, 0.64, -1.89, -1.60, 0.43, 0.42, 0.34, 0.33, 0.36, 0.41, 0.39, 0.26, -0.50, 0.27, 0.31, -0.78, 0.15, 0.34, 0.47, -0.67, 0.31, 0.32, -0.77, -0.32, 0.80, -0.61, -0.22, -0.52, 0.35, 0.25, 0.35, 0.25, 0.42, 0.45]
}



2.
{
  "formula": "C7H22O5",
  "method": "ωB97M-V/def2-TZVPD",
  "total_energy_ha": -656.0133,
  "smiles": "C=C(/C=C/C)CC.O.O.O.O.O",
  "lumo_energy_ev": 0.3,
  "relative_energy_kcal_mol": 50.3,
  "orbital_gap_ha": 0.3606,
  "symbols": ["C", "C", "C", "C", "C", "C", "C", "H", "H", "H", "H", "H", "H", "H", "H", "H", "H", "H", "H", "O", "H", "H", "O", "H", "H", "O", "H", "H", "O", "H", "H", "O", "H", "H"],
  "positions_angstrom": [[-0.7842, -1.0150, -3.4117], [0.2230, -0.8068, -2.5778], [0.6393, 0.5285, -2.1652], [0.3528, 1.2206, -1.0662], [0.8335, 2.6170, -0.8066], [1.0434, -2.0285, -2.1721], [2.1211, -1.7290, -1.1191], [-1.1585, -1.8366, -3.9667], [-1.3107, -0.1466, -3.8009], [1.2935, 1.0138, -2.9207], [-0.1464, 0.6970, -0.2992], [1.9151, 2.8078, -0.9110], [0.5054, 3.4365, -1.4406], [0.5676, 2.9906, 0.1846], [1.6095, -2.5732, -2.9727], [0.3235, -2.7418, -1.7498], [2.7684, -2.6026, -0.8734], [1.5296, -1.5931, -0.2190], [2.8719, -0.8678, -1.2914], [2.1027, 0.2204, 2.8055], [2.4045, 0.6348, 3.6288], [1.9676, -0.7233, 2.9929], [-0.7827, 0.0573, 4.5192], [-1.0234, -0.8696, 4.4033], [-1.2950, 0.5510, 3.8848], [-2.4920, 2.4106, 2.6002], [-3.2540, 2.0207, 2.1605], [-1.7358, 1.8955, 2.2683], [-2.5213, 0.6527, 0.1229], [-2.4246, 0.8734, -0.8211], [-2.6345, 1.5805, 0.4183], [-1.5249, -2.3539, 1.6643], [-1.3361, -1.6371, 1.0471], [-0.6484, -2.6838, 1.8843]],
  "mulliken_charge": [-1.31, 0.53, -0.57, 0.44, -1.56, -0.43, -0.96, 0.37, 0.31, 0.28, 0.54, 0.33, 0.37, 0.32, 0.31, 0.28, 0.37, 0.15, 0.27, -0.59, 0.29, 0.30, -0.60, 0.31, 0.33, -0.63, 0.33, 0.28, -0.59, 0.30, 0.28, -0.63, 0.30, 0.31]
}



3.
{
  "formula": "C7H23NO10P3",
  "method": "ωB97M-V/def2-TZVPD",
  "charge": 1,
  "total_energy_ha": -2111.6731,
  "lumo_energy_ev": -2.8,
  "relative_energy_kcal_mol": 0.0,
  "orbital_gap_ha": 0.3745,
  "symbols": ["C", "C", "O", "O", "P", "O", "O", "P", "O", "O", "P", "O", "O", "O", "H", "H", "H", "H", "H", "H", "H", "H", "H", "C", "N", "C", "C", "C", "C", "O", "H", "H", "H", "H", "H", "H", "H", "H", "H", "H", "H", "H", "H", "H"],
  "positions_angstrom": [[1.8882, 3.2996, -0.7950], [2.7724, 3.3633, -2.0255], [2.3583, 2.4842, -3.0789], [2.5079, 1.1326, -2.5241], [2.0000, 0.1533, -3.6754], [2.7420, 0.1178, -4.9137], [1.9781, -1.2801, -2.9154], [2.7397, -1.8533, -1.6259], [2.3082, -1.3130, -0.3172], [0.4381, 0.3851, -3.8659], [-0.7190, 0.8586, -2.8561], [-1.3121, 2.1488, -3.1598], [-1.6679, -0.4203, -2.9883], [-0.1033, 0.8593, -1.3838], [1.9600, 4.2363, -0.2347], [2.1868, 2.4826, -0.1323], [0.8435, 3.1517, -1.0855], [3.8055, 3.0901, -1.7841], [2.7511, 4.3440, -2.5098], [2.4059, -3.1991, -1.8059], [4.0916, -1.7378, -1.9539], [-2.4611, -0.3041, -2.4422], [0.0176, -0.0153, -0.9755], [-1.6209, 0.3000, 1.6003], [-2.0535, -0.7576, 2.5657], [-3.5272, -0.6422, 2.7918], [-1.3518, -0.5571, 3.8686], [-1.7711, -2.1310, 1.9958], [-0.3053, -2.4311, 1.7568], [0.2001, -1.4983, 0.8161], [-2.0427, 1.2591, 1.8942], [-0.5405, 0.3554, 1.6098], [-1.9777, 0.0211, 0.6140], [-3.7392, 0.3407, 3.2043], [-3.8411, -1.4149, 3.4895], [-4.0390, -0.7662, 1.8406], [-0.2789, -0.5741, 3.7042], [-1.6446, -1.3485, 4.5551], [-1.6425, 0.4113, 4.2681], [-2.3289, -2.1962, 1.0619], [-2.1812, -2.8541, 2.7012], [-0.2499, -3.4534, 1.3709], [0.2616, -2.3972, 2.6913], [1.1428, -1.6499, 0.6490]],
  "mulliken_charge": [-0.80, -0.25, -0.33, 0.03, 0.90, -0.65, -0.30, 0.36, -0.62, -0.28, 0.89, -0.65, -0.47, -0.08, 0.43, 0.20, 0.13, 0.28, 0.34, 0.09, 0.14, 0.33, 0.26, -1.22, 0.09, -0.89, -0.87, -0.57, -0.68, -0.19, 0.38, 0.49, 0.37, 0.38, 0.40, 0.38, 0.37, 0.36, 0.38, 0.37, 0.41, 0.43, 0.43, 0.24]
}



4.
{
  "formula": "C7H24ClINP2Ru",
  "method": "ωB97M-V/def2-TZVPD",
  "charge": 2,
  "total_energy_ha": -1870.3954,
  "lumo_energy_ev": [-9.7, -11.0],
  "relative_energy_kcal_mol": 68.5,
  "s_squared": 8.814,
  "multiplicity": 6,
  "orbital_gap_ha": [0.2173, 0.1725],
  "symbols": ["C", "I", "H", "H", "H", "Ru", "P", "C", "C", "H", "H", "H", "H", "H", "H", "C", "H", "H", "H", "P", "C", "C", "H", "H", "H", "C", "H", "H", "H", "H", "H", "H", "Cl", "N", "H", "H", "H"],
  "positions_angstrom": [[1.2349, 1.1406, -0.4893], [0.8126, 0.1440, 3.4082], [1.2872, 0.9938, -1.5848], [2.2744, 1.1614, -0.1211], [0.7943, 2.1426, -0.3508], [-0.4743, -0.5952, -1.3750], [1.3347, -1.3178, -0.0892], [2.7494, -1.1074, 1.2492], [1.0078, -3.1205, 0.3523], [1.9087, -3.7609, 0.2248], [3.3265, -2.3473, -1.1210], [0.2044, -3.4484, -0.3259], [2.0050, -1.8693, -2.3356], [2.3336, -1.1408, 2.2777], [0.6496, -3.1967, 1.3936], [2.6088, -1.5766, -1.4579], [3.5378, -1.8792, 1.2091], [3.0956, -0.5921, -1.5501], [3.1747, -0.0986, 1.1616], [-1.8440, 0.6410, -0.4557], [-2.3948, 1.9937, 0.8433], [-2.3704, 1.5209, -1.9896], [-3.1286, -1.3954, -0.6839], [-4.3023, -0.0080, -0.4666], [-3.4256, -0.7039, 0.9596], [-3.3505, -0.4698, -0.1195], [-2.1475, 0.7871, -2.7729], [-3.4205, 1.7983, -1.9249], [-3.4197, 2.3788, 0.6836], [-1.7168, 2.8565, 0.7766], [-1.7343, 2.4021, -2.0529], [-2.3081, 1.6284, 1.8807], [-1.0404, -2.1737, -3.1804], [0.5665, 2.1674, 1.7905], [0.3003, 1.7350, 2.7009], [0.2851, 3.1447, 1.6748], [1.5858, 2.1653, 1.8605]],
  "mulliken_charge": [-2.00, 0.09, 0.96, 0.58, 0.38, -0.09, 1.23, -1.08, -0.94, 0.41, 0.48, 0.40, 0.41, 0.12, 0.35, -1.22, 0.43, 0.36, 0.36, 0.96, -1.13, -1.20, 0.40, 0.40, 0.38, -1.12, 0.45, 0.40, 0.43, 0.28, 0.36, 0.34, -0.28, -0.68, 0.17, 0.29, 0.32]
}